Record 1
ORCA calculation (ωB97M-V with the def2-TZVPD basis set) on a cluster of 12 separate species, C32H96N8O12 in total.

- ΔE to the lowest compared entry with this formula, charge and spin (kcal/mol) = 62.0
- energy (eV) = -71225.523
- gap between HOMO and LUMO (eV) = 8.823

ORCA input file:
```
! RIJCOSX wB97M-V def2-TZVPD def2/J DEFGRID3
* xyz 0 1
C 8.305 15.260 18.238
C 7.099 16.249 18.333
C 7.563 17.683 18.323
O 6.387 18.493 18.323
C 6.834 19.908 18.169
N 6.308 16.005 17.119
H 8.759 15.123 19.220
H 8.942 15.822 17.555
H 8.196 14.266 17.804
H 6.512 15.936 19.197
H 8.090 17.978 17.416
H 8.188 17.924 19.183
H 5.911 20.483 18.253
H 7.298 20.092 17.200
H 7.307 20.208 19.104
H 5.896 15.083 17.150
H 5.534 16.653 17.070
C 14.418 13.299 21.450
C 14.109 13.615 20.018
C 12.676 13.163 19.637
O 12.623 11.757 19.895
C 11.396 11.310 20.421
N 14.381 15.041 19.926
H 14.283 12.232 21.630
H 13.617 13.730 22.050
H 15.379 13.698 21.775
H 14.941 13.244 19.419
H 12.303 13.351 18.630
H 11.931 13.679 20.242
H 11.104 11.826 21.336
H 11.371 10.221 20.467
H 10.655 11.559 19.661
H 13.746 15.493 20.568
H 15.278 15.305 20.308
C 10.700 19.468 17.206
C 10.775 19.661 15.666
C 10.236 20.978 15.100
O 10.018 20.762 13.716
C 9.778 21.909 12.949
N 12.207 19.531 15.377
H 9.705 19.619 17.624
H 11.262 20.270 17.683
H 11.115 18.537 17.595
H 10.230 18.890 15.121
H 10.961 21.786 15.206
H 9.291 21.187 15.601
H 9.282 21.714 11.998
H 10.769 22.300 12.721
H 9.108 22.669 13.352
H 12.329 18.553 15.600
H 12.233 19.569 14.368
C 10.454 13.199 11.941
C 10.481 14.289 10.827
C 11.622 15.284 11.070
O 11.470 16.027 12.301
C 12.522 16.984 12.591
N 10.583 13.578 9.539
H 11.385 12.638 12.018
H 9.593 12.545 11.801
H 10.289 13.645 12.922
H 9.563 14.875 10.872
H 11.774 15.992 10.256
H 12.574 14.771 11.203
H 13.336 16.516 13.144
H 12.099 17.796 13.182
H 13.041 17.470 11.765
H 11.507 13.185 9.431
H 10.588 14.079 8.662
C 11.362 11.994 15.234
C 12.254 11.203 16.185
C 11.546 10.083 16.906
O 10.890 9.317 15.843
C 10.099 8.234 16.316
N 13.361 10.790 15.367
H 10.668 12.551 15.864
H 10.753 11.374 14.577
H 11.895 12.739 14.643
H 12.617 11.866 16.970
H 10.841 10.533 17.604
H 12.181 9.374 17.436
H 10.712 7.556 16.911
H 9.636 7.643 15.526
H 9.296 8.538 16.988
H 14.088 10.358 15.919
H 12.891 10.038 14.883
C 6.196 14.038 12.713
C 6.791 14.413 14.063
C 7.678 13.301 14.596
O 6.920 12.183 14.968
C 7.825 11.177 15.572
N 7.401 15.727 13.995
H 5.650 13.102 12.833
H 6.823 13.722 11.879
H 5.558 14.833 12.326
H 5.933 14.472 14.733
H 8.187 13.590 15.516
H 8.381 12.912 13.861
H 8.232 11.326 16.572
H 8.739 11.048 14.993
H 7.352 10.197 15.517
H 7.171 16.146 14.885
H 6.901 16.231 13.278
C 6.957 18.109 7.959
C 6.723 18.268 9.502
C 7.941 17.913 10.304
O 7.798 18.238 11.660
C 8.962 18.052 12.476
N 6.430 19.699 9.705
H 7.197 17.107 7.604
H 7.816 18.733 7.713
H 6.139 18.496 7.350
H 5.815 17.726 9.765
H 8.825 18.507 10.076
H 8.176 16.849 10.314
H 9.239 17.009 12.630
H 8.835 18.461 13.478
H 9.788 18.696 12.175
H 6.604 19.995 10.655
H 7.139 20.194 9.181
C 15.694 17.213 16.858
C 14.422 16.395 16.379
C 14.616 14.925 16.060
O 15.436 14.870 14.913
C 15.693 13.517 14.468
N 13.427 16.503 17.444
H 15.480 18.280 16.924
H 16.602 17.093 16.268
H 15.970 16.846 17.846
H 13.899 16.853 15.540
H 13.667 14.398 15.963
H 15.225 14.394 16.791
H 14.828 12.882 14.275
H 16.305 12.865 15.091
H 16.181 13.591 13.496
H 12.539 16.098 17.185
H 13.693 16.149 18.352
O 16.122 16.897 13.153
H 15.584 17.681 13.259
H 15.889 16.344 13.900
O 14.915 19.174 13.902
H 15.585 19.852 13.993
H 14.189 19.481 14.445
O 12.476 20.301 12.587
H 12.765 21.054 12.072
H 11.556 20.482 12.781
O 10.640 15.637 14.677
H 11.083 15.699 13.830
H 9.708 15.677 14.463
*
```

Mulliken atomic charge list, values in e, 2 entries:
1 C -1.16
2 C 0.42



Record 2
ORCA calculation (ωB97M-V with the def2-TZVPD basis set) on a cluster of 2 separate species, C3H9NO2S2 in total.

- ΔE to the lowest compared entry with this formula, charge and spin (kcal/mol) = 103.7
- energy (eV) = -30508.866
- gap between HOMO and LUMO (eV) = 9.073

ORCA input file:
```
! RIJCOSX wB97M-V def2-TZVPD def2/J DEFGRID3
* xyz 0 1
C 1.372 -0.866 0.535
C -0.023 0.419 -2.000
C -0.033 0.561 -0.484
N -1.615 0.275 1.636
O -1.838 -1.558 -0.200
O -2.833 0.575 -0.474
S 0.232 2.152 0.172
S -1.705 -0.124 0.016
H 1.830 -1.335 -0.327
H 0.567 -1.495 0.886
H 2.069 -0.284 1.201
H 0.656 1.067 -2.401
H 0.105 -0.641 -2.380
H -0.866 0.912 -2.299
H -1.928 -0.574 2.130
H -2.382 0.955 1.695
H -0.513 2.063 1.358
*
```

Mulliken atomic charge list, values in e, 2 entries:
1 C -0.64
2 C -1.73



Record 3
ORCA calculation (ωB97M-V with the def2-TZVPD basis set) on a structure of composition C39H39N3O3PtS5Te.

- ΔE to the lowest compared entry with this formula, charge and spin (kcal/mol) = 45.1
- energy (eV) = -116404.799
- gap between HOMO and LUMO (eV) = 7.054

ORCA input file:
```
! RIJCOSX wB97M-V def2-TZVPD def2/J DEFGRID3
* xyz 0 1
Pt 1.248 -0.127 0.246
C -3.944 -3.035 4.020
C -2.667 -2.464 3.467
C -1.447 -2.640 4.110
C -0.255 -2.146 3.610
C 0.931 -2.319 4.518
O 0.729 -2.374 5.716
C 2.331 -2.502 4.031
C 2.639 -3.287 2.928
C 3.964 -3.541 2.613
C 4.983 -2.975 3.365
C 4.677 -2.170 4.454
C 3.353 -1.953 4.799
C -0.239 -1.406 2.397
O 0.924 -0.964 1.994
C -1.495 -1.143 1.772
C -2.660 -1.703 2.319
C -1.664 -0.252 0.631
N -0.688 0.364 0.062
C -0.858 1.257 -1.086
C 0.234 0.948 -2.098
Te 0.077 2.169 -3.849
C -1.603 1.094 -4.522
C -1.417 -0.145 -5.129
C -2.517 -0.894 -5.525
C -3.800 -0.403 -5.329
C -3.987 0.836 -4.733
C -2.891 1.584 -4.325
C -3.047 -0.060 0.089
C -3.512 -0.926 -0.894
C -4.772 -0.738 -1.440
C -5.571 0.308 -1.000
C -5.108 1.169 -0.016
C -3.845 0.987 0.530
H -3.745 -3.655 4.893
H -4.457 -3.653 3.281
H -4.633 -2.245 4.322
H -1.403 -3.175 5.051
H 1.841 -3.699 2.321
H 4.212 -4.165 1.766
H 6.016 -3.158 3.099
H 5.469 -1.728 5.044
H 3.095 -1.362 5.667
H -3.604 -1.511 1.824
H -0.776 2.290 -0.737
H -1.836 1.132 -1.550
H 0.179 -0.087 -2.437
H 1.243 1.146 -1.703
H -0.415 -0.519 -5.305
H -2.368 -1.856 -5.996
H -4.657 -0.985 -5.646
H -4.986 1.221 -4.578
H -3.037 2.544 -3.848
H -2.882 -1.740 -1.234
H -5.128 -1.408 -2.211
H -6.555 0.453 -1.427
H -5.730 1.984 0.330
H -3.478 1.654 1.299
C 3.568 2.259 0.867
N 2.387 2.638 0.076
C 2.724 3.353 -1.154
C 3.112 4.794 -0.889
C 1.901 5.474 -0.281
N 1.226 4.627 0.696
C 0.179 5.295 1.446
C 1.421 3.292 0.899
O 0.816 2.667 1.749
H 4.226 1.656 0.245
H 3.244 1.654 1.712
H 4.112 3.133 1.242
H 1.844 3.344 -1.806
H 3.513 2.791 -1.657
H 3.389 5.297 -1.816
H 3.973 4.841 -0.220
H 1.184 5.732 -1.071
H 2.179 6.407 0.217
H -0.486 5.827 0.761
H 0.613 6.019 2.141
H -0.387 4.559 2.007
C 1.817 -4.708 -0.639
S 0.665 -3.350 -0.962
C 1.603 -2.429 -2.130
C 2.607 -1.566 -1.858
S 3.292 -1.139 -0.293
S 3.238 -0.717 -3.252
C 2.175 -1.363 -4.461
S 2.211 -0.942 -6.043
S 1.095 -2.538 -3.797
H 1.339 -5.353 0.097
H 2.741 -4.307 -0.231
H 2.010 -5.275 -1.546
*
```

Mulliken atomic charge list, values in e, 2 entries:
1 Pt 2.72
2 C -1.61



Record 4
ORCA calculation (ωB97M-V with the def2-TZVPD basis set) on the ion C2HN2O2 with charge +1.

- ΔE to the lowest compared entry with this formula, charge and spin (kcal/mol) = 84.2
- energy (eV) = -9148.463
- gap between HOMO and LUMO (spin up / spin down) (eV) = 7.685 / 8.624

ORCA input file:
```
! RIJCOSX wB97M-V def2-TZVPD def2/J DEFGRID3
* xyz 1 1
C 1.340 -1.539 0.305
C -1.697 1.251 -0.361
N -0.690 0.609 -0.152
N 0.589 0.596 -0.250
O -2.723 1.693 -0.578
O 1.141 -0.338 0.312
H 2.040 -2.272 0.725
*
```

Mulliken atomic charge list, values in e, 2 entries:
1 C 0.18
2 C 0.54



Record 5
ORCA calculation (ωB97M-V with the def2-TZVPD basis set) on a structure of composition C29H30N3RuSSb.

- ΔE to the lowest compared entry with this formula, charge and spin (kcal/mol) = 51.1
- energy (eV) = -54979.370
- gap between HOMO and LUMO (spin up / spin down) (eV) = 4.718 / 7.619

ORCA input file:
```
! RIJCOSX wB97M-V def2-TZVPD def2/J DEFGRID3
* xyz 0 5
Ru -0.548 0.754 -0.039
C -1.343 2.362 -3.150
C -1.056 3.264 -1.983
C -1.317 4.612 -2.044
C -1.025 5.423 -0.943
C -0.382 4.871 0.138
C -0.111 3.493 0.180
N -0.516 2.716 -0.864
Sb 1.618 3.035 1.621
C 0.191 1.914 2.850
C 0.499 1.837 4.204
C -0.394 1.233 5.069
C -1.565 0.713 4.552
C -1.814 0.782 3.187
C -3.079 0.180 2.644
N -0.946 1.389 2.346
C 2.436 1.627 0.265
C 3.831 1.601 0.122
C 4.397 0.825 -0.861
C 3.572 0.087 -1.701
C 2.204 0.122 -1.516
C 1.292 -0.691 -2.389
N 1.649 0.868 -0.535
H -0.590 2.504 -3.929
H -2.319 2.582 -3.581
H -1.333 1.321 -2.856
H -1.768 5.022 -2.940
H -1.277 6.479 -0.959
H -0.065 5.494 0.969
H 1.433 2.257 4.563
H -0.184 1.165 6.131
H -2.289 0.225 5.196
H -3.539 -0.472 3.387
H -2.880 -0.400 1.756
H -3.796 0.965 2.383
H 4.442 2.201 0.786
H 5.474 0.788 -0.982
H 3.984 -0.524 -2.496
H 1.764 -0.901 -3.350
H 0.360 -0.165 -2.568
H 1.042 -1.644 -1.917
S -3.738 0.254 -1.042
C -2.312 0.493 -0.502
C 1.852 -2.589 0.748
C 0.313 -2.500 0.602
C -0.313 -3.343 1.743
C -0.069 -1.043 0.796
C -0.142 -3.119 -0.724
C 0.565 -4.173 -1.310
C 0.142 -4.753 -2.502
C -1.008 -4.299 -3.135
C -1.732 -3.265 -2.556
C -1.302 -2.687 -1.365
H 2.174 -1.966 1.584
H 2.363 -2.237 -0.152
H 2.181 -3.613 0.951
H 0.079 -3.010 2.711
H -0.079 -4.408 1.618
H -1.402 -3.227 1.749
H 0.020 -0.799 1.853
H 1.473 -4.540 -0.844
H 0.720 -5.560 -2.941
H -1.334 -4.745 -4.068
H -2.635 -2.897 -3.035
H -1.868 -1.884 -0.923
*
```

Mulliken atomic charge list, values in e, 2 entries:
1 Ru -0.45
2 C -1.16



Record 6
ORCA calculation (ωB97M-V with the def2-TZVPD basis set) on a structure of composition C45H49BBiGeN2O3STe.

- ΔE to the lowest compared entry with this formula, charge and spin (kcal/mol) = 0.0
- energy (eV) = -137748.551
- gap between HOMO and LUMO (eV) = 6.694

ORCA input file:
```
! RIJCOSX wB97M-V def2-TZVPD def2/J DEFGRID3
* xyz -1 1
Bi -0.693 -0.118 -0.992
S -0.418 1.485 1.693
C 0.503 0.497 2.777
N 1.489 -0.305 2.280
C 2.138 -1.077 3.130
C 1.902 -1.075 4.497
C 0.901 -0.219 4.915
N 0.194 0.541 4.092
H 1.641 -0.745 0.538
H 2.880 -1.748 2.699
H 2.451 -1.703 5.184
H 0.640 -0.147 5.969
C -1.743 -2.864 3.812
C -2.216 -2.710 2.381
C -2.436 -4.075 1.738
O -1.181 -2.051 1.612
B -1.812 -1.264 0.679
O -3.169 -1.194 0.879
C -3.425 -1.750 2.196
C -4.780 -2.429 2.179
C -3.414 -0.588 3.181
H -0.889 -3.542 3.843
H -2.540 -3.281 4.432
H -1.434 -1.907 4.226
H -1.485 -4.607 1.721
H -2.786 -3.970 0.710
H -3.160 -4.668 2.299
H -4.857 -3.141 1.359
H -5.560 -1.678 2.053
H -4.957 -2.952 3.122
H -2.449 -0.079 3.188
H -3.650 -0.927 4.192
H -4.172 0.132 2.871
C -4.815 7.192 1.142
C -4.359 6.100 0.215
C -4.301 4.783 0.643
C -3.909 3.746 -0.197
C -3.862 2.351 0.355
C -3.551 4.062 -1.520
C -3.076 3.019 -2.453
O -3.095 1.828 -2.252
C -3.597 5.393 -1.973
C -3.213 5.788 -3.380
C -4.005 6.388 -1.099
H -4.633 6.926 2.183
H -5.886 7.373 1.028
H -4.299 8.130 0.931
H -4.558 4.546 1.670
H -4.128 2.362 1.412
H -2.864 1.918 0.273
H -4.528 1.677 -0.182
H -2.647 3.395 -3.400
H -3.761 5.220 -4.132
H -2.148 5.635 -3.565
H -3.429 6.844 -3.537
H -4.041 7.416 -1.447
C 1.370 -1.032 -0.551
Ge 2.755 -0.248 -1.660
C 2.200 1.548 -2.233
C 2.141 1.931 -3.570
C 1.663 3.186 -3.932
C 1.231 4.073 -2.956
C 1.281 3.704 -1.616
C 1.764 2.453 -1.261
C 4.429 -0.001 -0.661
C 4.728 -0.815 0.428
C 5.909 -0.662 1.141
C 6.818 0.319 0.769
C 6.538 1.141 -0.314
C 5.352 0.981 -1.020
C 3.216 -1.241 -3.283
C 2.215 -1.688 -4.145
C 2.531 -2.352 -5.322
C 3.859 -2.586 -5.654
C 4.867 -2.154 -4.803
C 4.545 -1.486 -3.628
H 1.299 -2.116 -0.634
H 2.450 1.237 -4.345
H 1.618 3.464 -4.979
H 0.851 5.048 -3.237
H 0.928 4.381 -0.848
H 1.759 2.170 -0.213
H 4.016 -1.580 0.720
H 6.118 -1.302 1.990
H 7.739 0.446 1.325
H 7.240 1.913 -0.605
H 5.136 1.641 -1.854
H 1.174 -1.526 -3.899
H 1.736 -2.682 -5.979
H 4.108 -3.105 -6.572
H 5.905 -2.336 -5.055
H 5.341 -1.152 -2.972
Te -1.719 -2.086 -2.899
C -1.306 -1.004 -4.674
C -1.205 0.386 -4.693
C -0.916 1.057 -5.874
C -0.743 0.357 -7.059
C -0.856 -1.027 -7.052
C -1.127 -1.700 -5.869
H -1.356 0.951 -3.781
H -0.825 2.137 -5.862
H -0.516 0.883 -7.979
H -0.721 -1.588 -7.970
H -1.196 -2.782 -5.871
*
```

Mulliken atomic charge list, values in e, 2 entries:
1 Bi -0.24
2 S -0.22